(1)
The following is a quantum chemistry calculation of the molecule CH5N3O2S at a distorted geometry, from the Open Molecules 2025 dataset.

Last column: Löwdin charge in e.
CARTESIAN COORDINATES (ANGSTROEM)
1 C -0.5190 0.7640 -0.7643  -0.43
2 N -1.2538 -0.2094 -1.4646  0.04
3 N -0.1546 0.3057 0.5804  -0.29
4 N 0.9326 0.9070 1.1047  0.01
5 O -0.5982 -2.4025 0.9013  -0.32
6 O 1.4749 -1.6579 -0.2024  -0.32
7 S 0.0790 -1.4547 0.0696  0.82
8 H 0.3919 1.0022 -1.3365  0.12
9 H -1.0910 1.6934 -0.6163  0.14
10 H -2.0919 -0.4638 -0.9500  0.04
11 H 1.0316 0.7443 2.0963  0.10
12 H 1.7986 0.7718 0.5819  0.10

## Properties
- Energy relative to the best compared isomer or geometry (same formula, charge and spin): 3.840 eV
- HOMO-LUMO gap (spin up / spin down): 8.24 / 8.24 eV
- Max |F|: 2.6 eV Å⁻¹



(2)
The following is a quantum chemistry calculation of CH5N3O3P as an isolated structure at a distorted geometry, from the Open Molecules 2025 dataset.

Last column: Löwdin charge in e.
CARTESIAN COORDINATES (ANGSTROEM)
1 C -2.0155 -0.1325 -2.4270  -0.45
2 N -2.1316 0.1988 -1.3137  0.15
3 N -0.2920 -1.2163 0.2275  -0.20
4 N 2.2570 0.0282 1.7028  0.04
5 O -0.9226 1.0379 1.3302  -0.36
6 O 0.7155 1.0272 -0.7157  -0.35
7 O -2.0155 -0.3567 -3.5880  0.08
8 P -0.1266 0.3351 0.2817  0.14
9 H -1.7081 -0.2642 -0.4191  0.03
10 H 0.1748 -1.4398 -0.6904  0.02
11 H 2.7343 0.8470 1.6965  -0.04
12 H 1.4407 0.0814 1.1918  -0.15
13 H 1.8896 -0.1460 2.7234  0.08

## Properties
- Charge: -1
- Energy relative to the best compared isomer or geometry (same formula, charge and spin): 2.349 eV
- HOMO-LUMO gap: 9.36 eV
- Max |F|: 6.2 eV Å⁻¹



(3)
The following is a quantum chemistry calculation of a 2-piece molecular cluster, CH5N3S overall at a distorted geometry, from the Open Molecules 2025 dataset.

Last column: Löwdin charge in e.
CARTESIAN COORDINATES (ANGSTROEM)
1 C 1.1513 -0.0474 1.5115  -0.51
2 N -1.3073 -1.3005 -1.5684  0.10
3 N -1.4990 -0.1097 -1.5497  -0.24
4 N -1.0176 0.8985 -1.0753  0.00
5 S 1.3033 0.5482 -0.2123  0.54
6 H 2.1111 -0.0791 1.7946  -0.05
7 H 0.4803 -0.9876 1.4850  0.05
8 H 0.5261 0.7546 2.0128  0.04
9 H -0.4900 -1.5362 -1.1137  -0.01
10 H -1.2582 1.8591 -1.2846  0.09

## Properties
- Energy relative to the best compared isomer or geometry (same formula, charge and spin): 4.815 eV
- HOMO-LUMO gap (spin up / spin down): 7.15 / 7.16 eV
- Max |F|: 6.9 eV Å⁻¹



(4)
The following is a quantum chemistry calculation of the molecule CH5N3S2 at a distorted geometry, from the Open Molecules 2025 dataset.

Last column: Löwdin charge in e.
CARTESIAN COORDINATES (ANGSTROEM)
1 N 0.9212 -0.2203 1.0112  0.12
2 C 0.0874 -0.0314 0.0869  -0.69
3 N -0.4866 -0.9369 -0.7724  -0.40
4 S -0.1700 -2.5918 -0.7256  0.77
5 N -0.3271 1.2625 -0.2760  -0.39
6 S 0.0952 2.6141 0.7156  0.72
7 H 1.0460 -1.2247 1.1030  0.01
8 H -1.3761 -0.6491 -1.0972  0.07
9 H -0.9048 -2.9931 0.3461  -0.13
10 H -0.2741 1.5491 -1.2399  0.06
11 H 1.4298 2.4125 0.7877  -0.15

## Properties
- SMILES: N=C(NS)NS
- Energy relative to the best compared isomer or geometry (same formula, charge and spin): 0.060 eV
- HOMO-LUMO gap: 9.80 eV
- Max |F|: 1.5 eV Å⁻¹



(5)
The following is a quantum chemistry calculation of a 2-piece molecular cluster, CH5N4 overall at a distorted geometry, from the Open Molecules 2025 dataset.

Last column: Mulliken spin population.
CARTESIAN COORDINATES (ANGSTROEM)
1 C 0.0172 0.8523 0.7195  0.79
2 N -1.1492 0.6346 1.3863  0.04
3 N 0.2401 0.6128 1.9927  0.12
4 N -0.1339 -0.8694 -1.2043  0.84
5 N 0.3986 0.2291 -1.1966  0.28
6 H -1.8107 1.2458 1.7339  -0.01
7 H 0.6891 0.7688 2.9640  -0.01
8 H 0.5436 -1.6203 -1.0683  -0.01
9 H -0.1009 1.0280 -1.6779  -0.01
10 H 1.3255 0.4616 -0.8574  -0.03

## Properties
- Charge: +1
- Energy relative to the best compared isomer or geometry (same formula, charge and spin): 5.824 eV
- HOMO-LUMO gap (spin up / spin down): 7.00 / 7.12 eV
- Max |F|: 9.5 eV Å⁻¹
- Multiplicity: 3
- <S²>: 2.007



(6)
The following is a quantum chemistry calculation of an isolated ion of composition CH5N4O2 and charge +1 at a distorted geometry, from the Open Molecules 2025 dataset.

Last column: Löwdin charge in e.
CARTESIAN COORDINATES (ANGSTROEM)
1 N 0.5604 1.0977 0.0005  0.21
2 C -0.3950 0.1210 -0.1607  -0.29
3 N -0.0525 -1.1246 -0.2083  0.08
4 O 1.2437 -1.6668 0.0180  0.06
5 N -1.7370 0.5562 -0.0984  0.11
6 N -2.6391 -0.4626 0.1828  -0.07
7 O -3.7774 -0.4218 -0.1265  0.11
8 H 1.4354 1.0228 -0.4668  0.12
9 H 0.3125 2.1146 -0.0432  0.16
10 H -0.7676 -1.8450 -0.3163  0.18
11 H 1.4473 -1.7431 0.9990  0.17
12 H -2.0032 1.4765 -0.4595  0.18

## Properties
- SMILES: N/C(NO)=[NH+]/N=O
- Charge: +1
- Energy relative to the best compared isomer or geometry (same formula, charge and spin): 2.250 eV
- HOMO-LUMO gap: 9.74 eV
- Max |F|: 4.0 eV Å⁻¹